Entry 1:
This record from OMol25 describes a structure of composition C51H63BBaCl2N10O2S2. The level of theory is ωB97M-V/def2-TZVPD.

Last column: Löwdin charge in e.
Atoms and positions in Å:
Ba 0.027 -1.867 0.088  1.393
S -1.048 -4.500 1.297  0.394
C -2.005 -3.974 2.668  -0.811
C -2.206 -4.984 3.674  -0.325
N -2.355 -5.822 4.452  0.119
C -2.586 -2.749 2.858  -0.809
S -2.541 -1.389 1.774  0.430
C -3.379 -2.559 4.047  -0.311
N -4.040 -2.390 4.976  0.126
C -2.111 6.375 2.046  -0.085
C -1.159 5.283 1.564  -0.368
C 0.280 5.802 1.513  -0.054
C -1.516 4.707 0.206  -0.139
C -2.116 5.508 -0.761  -0.056
C -2.332 5.048 -2.049  -0.103
C -1.921 3.768 -2.381  -0.053
C -1.313 2.935 -1.448  -0.132
C -0.908 1.543 -1.889  -0.355
C -1.856 0.487 -1.322  -0.109
C 0.555 1.213 -1.601  -0.136
C -1.132 3.397 -0.132  -0.167
N -0.512 2.583 0.833  0.111
C -1.238 2.224 1.831  -0.136
C -0.835 1.644 3.088  -0.163
C -1.807 1.736 4.098  -0.076
C -1.523 1.544 5.429  -0.123
C -0.187 1.284 5.767  -0.113
C 0.783 1.127 4.813  -0.067
C 0.488 1.166 3.402  -0.277
N 1.336 0.769 2.453  0.094
C 2.672 0.582 2.851  -0.222
C 3.224 -0.677 3.173  -0.142
C 4.579 -0.761 3.508  -0.083
C 5.394 0.354 3.564  -0.118
C 4.849 1.592 3.249  -0.064
C 3.517 1.721 2.882  -0.158
C 2.952 3.090 2.547  -0.370
C 2.611 3.854 3.830  -0.048
C 3.886 3.934 1.678  -0.077
C 2.476 -2.012 3.177  -0.341
C 2.781 -2.732 1.854  -0.097
C 0.975 -2.027 3.464  -0.083
H -1.905 6.608 3.093  0.075
H -3.153 6.059 1.967  0.081
H -1.993 7.302 1.479  0.065
H -1.186 4.482 2.307  0.116
H 0.374 6.579 0.749  0.083
H 0.967 4.991 1.267  0.064
H 0.578 6.225 2.475  0.072
H -2.417 6.516 -0.504  0.095
H -2.807 5.683 -2.787  0.088
H -2.068 3.395 -3.390  0.099
H -1.031 1.538 -2.979  0.104
H -1.821 0.458 -0.232  0.013
H -1.634 -0.509 -1.718  0.014
H -2.895 0.698 -1.593  0.087
H 0.767 1.251 -0.530  0.025
H 1.219 1.934 -2.085  0.083
H 0.816 0.232 -2.012  0.024
H -2.309 2.480 1.811  0.133
H -2.817 1.995 3.797  0.105
H -2.295 1.601 6.185  0.082
H 0.092 1.182 6.812  0.093
H 1.793 0.892 5.122  0.108
H 4.986 -1.737 3.752  0.111
H 6.437 0.263 3.842  0.090
H 5.478 2.474 3.288  0.099
H 2.029 2.910 1.988  0.109
H 3.508 3.973 4.447  0.078
H 1.861 3.328 4.422  0.063
H 2.230 4.851 3.597  0.057
H 4.808 4.198 2.204  0.063
H 3.393 4.871 1.406  0.064
H 4.153 3.414 0.758  0.058
H 2.938 -2.595 3.981  0.128
H 2.608 -2.069 0.995  -0.001
H 2.172 -3.632 1.731  0.070
H 3.835 -3.007 1.775  0.075
H 0.424 -1.507 2.693  -0.026
H 0.716 -1.542 4.403  0.087
H 0.630 -3.063 3.489  0.072
Cl 5.432 -1.524 -0.633  0.542
C 4.981 0.003 0.148  -0.977
Cl 3.486 0.689 -0.492  0.631
H 5.781 0.714 -0.025  0.025
H 4.837 -0.185 1.207  -0.019
C -3.493 -1.754 -3.886  -0.104
N -4.410 -2.260 -2.900  -0.180
C -5.597 -1.449 -2.728  -0.077
C -3.884 -2.962 -1.812  -0.448
N -2.622 -2.982 -1.608  0.142
N -4.869 -3.592 -1.053  -0.175
C -4.461 -4.133 0.233  -0.083
C -5.778 -4.474 -1.763  -0.078
H -3.972 -1.755 -4.871  0.085
H -2.604 -2.379 -3.910  0.077
H -3.185 -0.724 -3.656  0.060
H -6.114 -1.735 -1.817  0.085
H -6.278 -1.567 -3.579  0.079
H -5.333 -0.386 -2.653  0.082
H -2.400 -3.632 -0.849  -0.036
H -3.898 -5.070 0.134  0.083
H -5.355 -4.319 0.829  0.093
H -3.842 -3.407 0.754  0.010
H -6.080 -4.045 -2.715  0.070
H -6.669 -4.636 -1.153  0.082
H -5.316 -5.453 -1.954  0.090
O 2.869 -2.555 -2.749  0.003
B 1.886 -2.757 -1.710  -0.573
O 1.521 -4.162 -1.832  0.020
C 2.222 -4.698 -2.863  -0.245
C 2.197 -5.985 -3.356  -0.005
C 3.030 -6.270 -4.442  -0.123
C 3.848 -5.294 -4.996  -0.125
C 3.866 -3.993 -4.486  -0.012
C 3.040 -3.719 -3.417  -0.251
H 1.555 -6.735 -2.913  0.113
H 3.036 -7.271 -4.857  0.086
H 4.483 -5.544 -5.837  0.085
H 4.501 -3.223 -4.907  0.108
N -1.489 1.107 -6.442  0.112
C -0.296 0.692 -5.869  -0.387
C -0.283 -0.306 -4.878  -0.083
N 0.836 -0.715 -4.329  0.108
C 1.974 -0.166 -4.760  -0.123
C 1.956 0.804 -5.741  -0.128
N 0.825 1.245 -6.301  0.109
H -2.308 0.985 -5.869  0.078
H -1.426 2.017 -6.872  0.084
H -1.208 -0.741 -4.522  0.084
H 2.888 -0.506 -4.289  0.103
H 2.879 1.256 -6.086  0.097

Its net charge is -2. The calculation puts the LUMO energy at 3.63 eV. The calculation puts the HOMO energy at -1.96 eV.

Entry 2:
This record from OMol25 describes a structure of composition C51H63GeINO8PS2Si3Ti. The level of theory is ωB97M-V/def2-TZVPD.

Last column: Löwdin charge in e.
Atoms and positions in Å:
Ti 0.580 0.415 1.015  0.994
C -2.087 -1.302 2.383  -0.112
O -0.681 -1.112 2.199  -0.360
Si 0.487 -1.467 3.355  0.321
C 0.282 -3.265 3.871  -0.151
C 0.066 -0.531 4.935  -0.140
C 1.925 -0.940 2.332  -0.460
Si 3.267 -0.300 3.471  0.408
C 3.340 -1.357 5.056  -0.176
C 5.040 -0.422 2.835  -0.169
C 3.130 1.467 4.091  -0.166
Si 2.529 -2.396 1.308  0.413
C 3.414 -3.702 2.373  -0.184
C 1.139 -3.329 0.449  -0.164
C 3.791 -1.936 -0.009  -0.151
H -2.301 -2.370 2.445  0.075
H -2.606 -0.901 1.522  0.053
H -2.421 -0.787 3.287  0.081
H -0.727 -3.393 4.274  0.037
H 0.984 -3.495 4.678  0.028
H 0.424 -3.987 3.069  0.021
H -0.986 -0.233 4.900  0.036
H 0.651 0.375 5.078  0.012
H 0.196 -1.171 5.811  0.032
H 3.308 -2.426 4.835  0.011
H 2.533 -1.130 5.756  0.013
H 4.286 -1.154 5.568  0.027
H 5.342 -1.439 2.584  0.016
H 5.685 -0.074 3.649  0.034
H 5.230 0.215 1.974  -0.002
H 2.219 1.678 4.648  0.016
H 3.993 1.653 4.739  0.040
H 3.178 2.175 3.266  -0.019
H 2.775 -4.089 3.169  0.008
H 4.336 -3.339 2.831  0.010
H 3.674 -4.543 1.722  0.026
H 0.181 -3.288 0.968  0.003
H 1.416 -4.383 0.345  0.038
H 0.973 -2.931 -0.552  0.012
H 4.598 -1.312 0.373  0.004
H 3.307 -1.423 -0.840  0.009
H 4.231 -2.859 -0.404  0.037
O -0.237 2.920 4.195  0.047
N -0.570 2.143 3.317  -0.490
O -1.726 1.935 2.986  0.066
O 0.381 1.445 2.761  -0.234
S -5.681 -1.557 -1.096  0.164
P -4.347 -2.963 -1.552  -0.004
S -2.591 -3.025 -0.650  0.272
C -4.067 -2.937 -3.377  -0.378
C -5.003 -2.374 -4.238  -0.120
C -4.789 -2.375 -5.610  -0.102
C -3.633 -2.935 -6.135  -0.113
C -2.691 -3.493 -5.280  -0.096
C -2.907 -3.494 -3.910  -0.121
C -5.185 -4.603 -1.398  -0.366
C -4.530 -5.691 -0.836  -0.112
C -5.166 -6.924 -0.743  -0.104
C -6.459 -7.080 -1.217  -0.120
C -7.120 -5.994 -1.781  -0.106
C -6.487 -4.763 -1.866  -0.113
H -5.885 -1.908 -3.814  0.057
H -5.521 -1.923 -6.270  0.091
H -3.458 -2.924 -7.204  0.089
H -1.774 -3.912 -5.678  0.096
H -2.163 -3.895 -3.232  0.072
H -3.519 -5.551 -0.471  0.052
H -4.647 -7.764 -0.296  0.092
H -6.956 -8.041 -1.144  0.087
H -8.134 -6.106 -2.148  0.091
H -7.007 -3.905 -2.275  0.078
C -0.723 3.944 -5.257  -0.063
C -0.277 2.753 -4.450  -0.272
C 1.064 2.437 -4.316  -0.020
C 1.489 1.360 -3.539  -0.217
C 2.962 1.063 -3.459  -0.040
C 0.533 0.601 -2.871  -0.054
C -0.833 0.832 -3.076  -0.177
C -1.857 -0.152 -2.584  -0.036
C -1.214 1.923 -3.843  -0.002
C 0.957 -0.532 -1.970  -0.518
O 1.225 -1.627 -2.403  0.107
O 1.055 -0.223 -0.682  -0.187
H 0.132 4.489 -5.659  0.065
H -1.304 4.635 -4.642  0.077
H -1.356 3.641 -6.094  0.074
H 1.811 3.045 -4.819  0.111
H 3.419 1.170 -4.445  0.079
H 3.157 0.051 -3.106  0.075
H 3.457 1.765 -2.787  0.053
H -1.832 -1.047 -3.211  0.083
H -2.865 0.261 -2.635  0.081
H -1.672 -0.492 -1.567  0.029
H -2.274 2.115 -3.982  0.121
Ge 2.392 2.318 0.450  0.996
C 4.374 2.295 0.664  -0.338
C 5.054 3.111 1.568  -0.123
C 6.440 3.096 1.657  -0.101
C 7.186 2.268 0.829  -0.117
C 6.531 1.457 -0.088  -0.107
C 5.144 1.473 -0.162  -0.154
C 1.903 4.155 0.991  -0.333
C 1.628 5.096 -0.003  -0.124
C 1.245 6.392 0.314  -0.111
C 1.124 6.776 1.644  -0.119
C 1.382 5.851 2.645  -0.094
C 1.767 4.556 2.319  -0.121
H 2.311 2.428 -1.092  -0.020
H 4.495 3.779 2.215  0.090
H 6.940 3.735 2.376  0.092
H 8.267 2.254 0.899  0.088
H 7.097 0.800 -0.738  0.097
H 4.652 0.809 -0.860  0.079
H 1.697 4.802 -1.045  0.086
H 1.031 7.101 -0.478  0.089
H 0.815 7.784 1.896  0.087
H 1.262 6.128 3.686  0.097
H 1.912 3.843 3.121  0.072
I -7.161 4.263 -0.780  0.792
C -5.264 3.439 -0.428  -0.724
C -5.094 2.068 -0.528  -0.144
C -3.835 1.534 -0.289  -0.010
C -2.776 2.374 0.029  -0.111
C -2.962 3.748 0.122  0.000
C -4.216 4.290 -0.102  -0.154
C -1.422 1.807 0.256  -0.558
O -0.403 2.516 0.339  -0.031
O -1.302 0.541 0.374  -0.121
H -5.910 1.407 -0.787  0.059
H -3.693 0.462 -0.363  0.074
H -2.117 4.376 0.376  0.125
H -4.377 5.357 -0.024  0.085

Its net charge is -2. The calculation puts the LUMO energy at 3.29 eV. The calculation puts the HOMO energy at -3.14 eV.

Entry 3:
This record from OMol25 describes a structure of composition C51H63I2N5O2P2SSi2TeY. The level of theory is ωB97M-V/def2-TZVPD.

Last column: Löwdin charge in e.
Atoms and positions in Å:
Y -0.290 0.410 0.083  1.045
O -1.972 0.657 2.563  -0.108
C -2.398 1.920 2.998  -0.298
C -3.675 2.116 3.509  -0.042
C -4.039 3.376 3.944  -0.024
C -3.151 4.445 3.860  -0.036
C -1.909 4.245 3.295  -0.045
C -1.517 2.975 2.852  -0.298
P -0.020 2.753 1.871  1.071
C 1.379 2.958 2.995  -0.376
C 1.242 2.514 4.309  -0.072
C 2.330 2.539 5.174  -0.043
C 3.556 3.018 4.737  -0.053
C 3.695 3.477 3.431  -0.062
C 2.616 3.440 2.562  -0.136
C -0.090 4.231 0.818  -0.384
C 0.653 5.394 1.016  -0.085
C 0.459 6.495 0.190  -0.043
C -0.493 6.455 -0.822  -0.042
C -1.264 5.313 -1.002  -0.071
C -1.054 4.209 -0.188  -0.150
C -2.474 -0.431 3.292  -0.266
C -2.770 -0.311 4.645  -0.012
C -3.334 -1.383 5.314  -0.021
C -3.595 -2.578 4.651  -0.035
C -3.204 -2.710 3.336  -0.077
C -2.624 -1.642 2.636  -0.319
P -1.690 -2.008 1.137  1.035
C -0.645 -3.359 1.802  -0.384
C -0.127 -3.212 3.095  -0.105
C 0.710 -4.175 3.632  -0.054
C 1.054 -5.298 2.886  -0.055
C 0.542 -5.457 1.607  -0.051
C -0.311 -4.496 1.067  -0.082
C -2.837 -2.749 -0.053  -0.426
C -2.342 -3.308 -1.236  -0.166
C -3.212 -3.846 -2.172  -0.077
C -4.584 -3.792 -1.959  -0.060
C -5.083 -3.201 -0.808  -0.046
C -4.213 -2.685 0.146  -0.094
H -4.377 1.296 3.572  0.136
H -5.031 3.528 4.351  0.128
H -3.441 5.426 4.213  0.123
H -1.231 5.081 3.178  0.120
H 0.285 2.155 4.672  0.109
H 2.213 2.195 6.195  0.121
H 4.400 3.047 5.416  0.121
H 4.646 3.875 3.097  0.118
H 2.743 3.806 1.550  0.090
H 1.371 5.456 1.826  0.105
H 1.040 7.394 0.353  0.122
H -0.649 7.319 -1.456  0.123
H -2.026 5.287 -1.774  0.110
H -1.698 3.340 -0.313  0.069
H -2.588 0.616 5.172  0.131
H -3.576 -1.280 6.365  0.127
H -4.054 -3.408 5.172  0.124
H -3.309 -3.667 2.838  0.129
H -0.383 -2.345 3.695  0.115
H 1.088 -4.055 4.641  0.121
H 1.701 -6.056 3.312  0.120
H 0.778 -6.343 1.029  0.120
H -0.726 -4.665 0.085  0.092
H -1.277 -3.337 -1.437  0.052
H -2.819 -4.305 -3.072  0.115
H -5.263 -4.212 -2.692  0.124
H -6.153 -3.155 -0.638  0.121
H -4.619 -2.242 1.047  0.105
I 5.475 -0.528 3.103  0.953
C 3.652 -0.995 2.290  -0.765
C 3.188 -2.226 1.873  -0.130
N 1.969 -2.027 1.353  -0.025
N 1.576 -0.742 1.434  -0.044
C 2.606 -0.113 2.002  -0.200
H 3.618 -3.217 1.933  0.141
H 1.313 -2.731 1.045  0.091
H 2.564 0.944 2.199  0.074
C 4.817 -1.530 -1.911  -0.022
N 3.414 -1.674 -1.531  -0.007
C 2.408 -1.098 -2.148  -0.802
N 2.665 -0.277 -3.157  0.139
S 0.768 -1.468 -1.715  0.599
H 5.418 -2.163 -1.266  0.103
H 5.152 -0.498 -1.790  0.089
H 4.973 -1.855 -2.942  0.106
H 3.167 -2.273 -0.766  0.102
H 3.593 -0.184 -3.545  0.120
H 1.889 0.077 -3.688  0.031
C -5.420 4.304 -1.704  -0.160
Si -5.016 2.516 -1.382  0.392
C -4.537 2.248 0.404  -0.177
C -6.416 1.395 -1.870  -0.171
C -3.475 2.100 -2.403  -0.556
Te -2.701 0.137 -2.056  1.202
C -1.902 -0.072 -4.027  -0.593
Si -3.121 -0.560 -5.421  0.420
C -3.604 -2.345 -5.212  -0.166
C -4.635 0.525 -5.364  -0.173
C -2.151 -0.279 -6.987  -0.169
H -6.325 4.602 -1.165  0.049
H -5.601 4.489 -2.767  0.047
H -4.613 4.967 -1.376  0.025
H -5.418 2.268 1.055  0.054
H -3.859 3.033 0.757  0.030
H -4.055 1.273 0.570  0.013
H -7.277 1.569 -1.217  0.048
H -6.156 0.336 -1.790  0.023
H -6.744 1.587 -2.896  0.041
H -2.669 2.823 -2.274  -0.040
H -3.733 2.078 -3.463  -0.004
H -1.073 -0.781 -3.952  -0.021
H -1.490 0.905 -4.285  -0.077
H -4.144 -2.498 -4.272  0.008
H -2.736 -3.012 -5.230  0.041
H -4.273 -2.646 -6.026  0.053
H -5.156 0.473 -4.404  0.012
H -5.345 0.179 -6.124  0.054
H -4.416 1.574 -5.590  0.045
H -1.273 -0.932 -7.041  0.040
H -1.811 0.758 -7.073  0.038
H -2.767 -0.490 -7.867  0.049
N 3.762 2.292 -0.654  0.243
C 2.458 2.284 -0.912  -0.605
O 1.706 1.505 -0.300  -0.234
C 1.962 3.286 -1.917  -0.485
I 0.436 2.443 -3.102  1.130
H 4.120 1.701 0.083  0.128
H 4.384 2.941 -1.099  0.137
H 2.751 3.650 -2.567  0.069
H 1.510 4.119 -1.374  0.047

Its net charge is +3. The calculation puts the LUMO energy at -7.23 eV. The calculation puts the HOMO energy at -15.08 eV.